{"formula": "C6H12S3", "method": "wB97M-V/def2-TZVPD", "homo_energy_ev": -8.19, "multiplicity": 1, "de_lowest_ev": 2.447, "fmax_ev_per_a": 4.9, "e_lumo_ev": 0.70, "homo_lumo_gap_ev": 8.8917, "elements": ["C", "C", "S", "C", "C", "S", "C", "S", "C", "H", "H", "H", "H", "H", "H", "H", "H", "H", "H", "H", "H"], "coordinates": [[1.6012, -1.3517, 1.0559], [0.9660, -0.3177, 0.5355], [1.6683, 1.1623, 0.0458], [3.4599, 0.7261, -0.1208], [-0.8550, 0.0556, 0.7131], [-1.3706, 1.6088, -0.1893], [-3.0671, 1.7147, 0.4785], [-1.6535, -1.3923, 0.0241], [-1.1550, -1.3162, -1.7049], [2.5997, -1.6344, 0.9705], [1.0862, -2.1929, 1.6094], [4.0255, 0.5886, 0.7660], [3.9873, 1.6004, -0.6119], [3.5223, -0.2902, -0.4907], [-1.1064, -0.0179, 1.7191], [-3.1924, 1.8200, 1.5727], [-3.6619, 0.8188, 0.3777], [-3.5471, 2.3794, -0.1567], [-1.6976, -1.9844, -2.3163], [-0.0927, -1.6323, -1.9985], [-1.5170, -0.3449, -2.2790]], "forces_ev_per_angstrom": [[-2.697, -2.131, 0.985], [-2.834, 1.752, 1.493], [1.535, 0.534, -0.690], [-0.332, 0.949, -0.300], [3.386, -1.293, -3.349], [-0.099, -0.840, 1.489], [0.600, -1.919, 1.399], [-0.160, -0.394, -0.732], [0.772, 1.785, -1.966], [1.814, 0.474, -0.321], [-0.046, 1.143, -0.929], [-0.095, 0.342, 1.685], [-0.800, -1.481, -0.192], [0.116, 0.249, -1.350], [-0.196, 0.555, 1.917], [0.600, 1.073, -0.536], [0.319, -0.864, -0.761], [-0.918, 1.870, -0.582], [-1.148, -1.426, 0.038], [-1.124, 1.030, 1.026], [1.305, -1.407, 1.677]], "nbo_charge": [-0.501, -0.160, 0.292, -0.754, -0.472, 0.212, -0.749, 0.236, -0.807, 0.208, 0.217, 0.214, 0.242, 0.225, 0.218, 0.219, 0.224, 0.229, 0.236, 0.229, 0.241]}